DFT (wB97M-V/def2-TZVPD) results for a 7-piece molecular cluster, C42H82BrN3O24S7 overall.

## Properties
Frontier orbital gap   9.306 eV
SMILES string   [H]/N=C/C[C@@]1([C@@H](Br)CC)[C@H](CC(=O)OC(C)=O)[C@@H](c2cccnc2)[C@](CCC)(N=C(C)C)OS1(=O)=O.CCOS(C)(=O)=O.CCOS(C)(=O)=O.CCOS(C)(=O)=O.CCOS(C)(=O)=O.CCOS(C)(=O)=O.CCOS(C)(=O)=O
Multiplicity   1
E   -8980.80058 Ha
Total charge   0

Positions of all 159 atoms, in Å:
C: -1.058358 3.706145 0.800984
C: -1.600011 3.777378 -0.628049
C: -2.416209 2.612077 -1.233546
C: -3.181087 1.688123 -0.293415
N: -3.896801 2.500440 0.647124
C: -4.676137 3.456782 0.324179
C: -4.824332 4.576517 1.306532
C: -5.544417 3.579674 -0.892543
O: -4.029795 0.888523 -1.209036
S: -5.177795 -0.000833 -0.584802
O: -6.339952 0.750684 -0.208335
O: -5.412163 -0.982069 -1.600475
C: -4.540488 -0.810716 0.958386
C: -4.758539 -2.320906 0.660204
C: -6.180140 -2.798548 0.567479
N: -6.714725 -3.477523 1.494293
C: -5.397692 -0.436881 2.187271
Br: -5.151697 -1.625803 3.719671
C: -5.512979 0.982307 2.730381
C: -4.329064 1.565605 3.491803
C: -2.969724 -0.654422 0.922996
C: -2.190142 -1.355885 2.066048
C: -1.708443 -0.576907 3.262734
O: -2.146164 -0.620708 4.349040
O: -0.511559 0.105296 3.017842
C: -0.230582 1.224564 3.754702
C: 1.243561 1.399944 3.963414
O: -1.041162 2.005346 4.121078
C: -2.297010 0.681925 0.479489
C: -1.062509 0.265393 -0.327995
C: 0.246056 0.520147 0.090861
C: 1.278914 0.073541 -0.723756
C: 1.035869 -0.591448 -1.916562
N: -0.210645 -0.807085 -2.353138
C: -1.198225 -0.384890 -1.568131
H: -0.798767 4.720061 1.107757
H: -0.114975 3.167042 0.825674
H: -1.761533 3.335864 1.537587
H: -2.207294 4.679600 -0.699437
H: -0.752777 3.959790 -1.289055
H: -3.170675 3.054770 -1.879855
H: -1.802804 2.047021 -1.927992
H: -4.067200 4.518106 2.079097
H: -5.799105 4.461573 1.794238
H: -4.842965 5.535732 0.802777
H: -5.129246 3.140219 -1.791837
H: -5.710987 4.638012 -1.090698
H: -6.520570 3.143787 -0.697056
H: -4.276873 -2.929757 1.415928
H: -4.269474 -2.588493 -0.272162
H: -6.756273 -2.535981 -0.317504
H: -7.672795 -3.700937 1.228779
H: -6.422120 -0.655855 1.902934
H: -5.878240 1.662339 1.971509
H: -6.333818 0.926107 3.448356
H: -4.215848 1.082210 4.456528
H: -4.549721 2.613051 3.698790
H: -3.414779 1.570567 2.913550
H: -2.742798 -1.310863 0.085848
H: -1.280665 -1.739610 1.598435
H: -2.717550 -2.217134 2.454563
H: 1.406224 2.416781 4.297158
H: 1.726293 1.311098 2.989899
H: 1.639929 0.663410 4.653197
H: -1.903749 1.235150 1.324555
H: 0.449154 1.054795 0.999783
H: 2.300583 0.253878 -0.424034
H: 1.868189 -0.944753 -2.506961
H: -2.204741 -0.566809 -1.929840
O: -3.034730 -4.886110 0.573771
S: -1.894890 -5.703382 0.282978
O: -0.871155 -5.219315 -0.588441
O: -2.403382 -7.115453 -0.227543
C: -3.349686 -7.130359 -1.321534
C: -2.692285 -6.869312 -2.661285
C: -1.164140 -6.256725 1.784165
H: -4.149813 -6.416450 -1.121385
H: -3.788134 -8.125704 -1.302421
H: -2.318758 -5.848448 -2.728431
H: -3.413867 -7.022486 -3.463719
H: -1.846104 -7.539756 -2.810245
H: -1.943237 -6.653561 2.428861
H: -0.689461 -5.393576 2.245676
H: -0.421930 -7.015147 1.551029
O: -4.035266 7.180261 -0.582513
S: -3.158794 8.074501 -1.282341
O: -2.409575 9.050428 -0.557237
O: -3.983970 8.784996 -2.436228
C: -5.219149 9.443507 -2.074574
C: -4.988591 10.782728 -1.404938
C: -2.069662 7.165404 -2.321160
H: -5.817150 8.779973 -1.448514
H: -5.753690 9.577081 -3.012550
H: -4.526828 10.662818 -0.425960
H: -5.939123 11.299768 -1.273697
H: -4.325903 11.403302 -2.007539
H: -2.647293 6.446683 -2.896416
H: -1.360969 6.654553 -1.673876
H: -1.550569 7.863462 -2.972096
O: -8.167252 -0.549102 5.311980
S: -8.647749 -1.804476 5.801550
O: -9.530375 -2.601011 5.007675
O: -9.307662 -1.568925 7.232598
C: -10.319438 -0.547134 7.339178
C: -11.657628 -0.993266 6.784801
C: -7.303357 -2.798893 6.346802
H: -9.969997 0.365598 6.854237
H: -10.403280 -0.339790 8.404223
H: -11.614057 -1.127072 5.704996
H: -12.419676 -0.245706 7.006902
H: -11.955000 -1.945978 7.222493
H: -6.659061 -2.198822 6.983587
H: -6.762667 -3.128843 5.463333
H: -7.699591 -3.655143 6.886281
O: 4.261759 -1.511187 -0.513595
S: 5.142136 -1.312856 0.597542
O: 6.443451 -0.754681 0.404326
O: 5.261631 -2.671548 1.404943
C: 5.641542 -3.856304 0.665103
C: 7.123719 -3.895793 0.357744
C: 4.306776 -0.390763 1.843227
H: 5.039633 -3.925883 -0.242240
H: 5.363793 -4.693266 1.302375
H: 7.405475 -3.111257 -0.340916
H: 7.391842 -4.855901 -0.083249
H: 7.711508 -3.747493 1.262424
H: 3.329945 -0.836486 2.015024
H: 4.203471 0.626887 1.471712
H: 4.908435 -0.401771 2.748017
O: 10.015130 -3.319782 -0.860536
S: 10.271747 -3.321868 -2.268457
O: 10.812834 -4.482621 -2.901850
O: 11.160981 -2.057499 -2.627097
C: 12.392196 -1.861620 -1.896604
C: 13.499746 -2.777529 -2.375761
C: 8.821994 -2.817642 -3.129620
H: 12.205966 -1.978763 -0.828170
H: 12.664063 -0.822501 -2.071554
H: 13.283963 -3.818456 -2.138340
H: 14.439637 -2.504360 -1.895892
H: 13.617392 -2.702590 -3.456768
H: 8.432787 -1.914658 -2.665652
H: 8.102251 -3.629138 -3.047381
H: 9.078526 -2.646748 -4.171837
O: 12.752063 -1.984607 -7.672197
S: 13.121581 -0.634490 -7.379253
O: 13.803002 -0.324597 -6.160809
O: 11.830359 0.285234 -7.506133
C: 10.660429 -0.108392 -6.757956
C: 10.779883 0.228166 -5.286137
C: 14.014092 0.048678 -8.731775
H: 10.468345 -1.171583 -6.911353
H: 9.833917 0.438930 -7.206699
H: 11.549170 -0.374271 -4.806003
H: 9.834268 0.037985 -4.777344
H: 11.050000 1.275595 -5.152202
H: 13.472170 -0.158102 -9.650021
H: 14.988602 -0.433852 -8.746250
H: 14.124804 1.117705 -8.572497

Atoms 1-2, force components in eV/Å:
0.387 0.431 -0.222
-0.230 0.065 0.150

DFT (wB97M-V/def2-TZVPD) results for C42H84Br20F3N5O2P as an isolated structure.

## Properties
Frontier orbital gap   5.548 eV
Multiplicity   1
E   -54195.52137 Ha
Total charge   +1

Positions of all 157 atoms, in Å:
C: 4.879087 1.006455 4.404090
C: 3.806405 -0.160720 4.091747
C: 2.549800 0.395372 3.248657
C: 2.260775 -0.482841 1.905450
N: 0.795916 -0.585774 1.794689
C: 0.265009 -1.079922 0.522239
O: -0.247727 -2.430226 0.783145
C: 0.768814 -3.367959 1.148694
C: 0.595224 -4.732242 0.276129
C: 0.331965 -6.000794 1.209526
C: 1.755334 -4.927524 -0.815101
C: 2.928634 -5.920949 -0.390520
C: 4.003437 -5.180480 0.569821
C: 3.741596 -6.252790 -1.760241
N: 1.247704 -1.134656 -0.604464
C: 0.493292 -1.376205 -1.838425
N: 0.400800 -2.562875 -2.486368
N: -0.166358 -0.204696 -2.389496
C: -0.794643 0.623511 -1.269173
C: -2.177952 1.167131 -1.947559
C: -2.723165 2.534535 -1.364410
C: -2.457384 3.858705 -2.191575
F: -1.829125 4.809440 -1.305318
Br: -1.314478 3.737544 -3.778566
C: -3.892305 4.536854 -2.530382
F: -3.595859 5.739359 -3.229738
F: -4.732102 3.679563 -3.243651
Br: -4.696971 5.148471 -0.797491
P: 0.289491 2.174804 -1.004129
N: 1.203938 2.128698 0.531654
O: 1.503495 2.088131 -2.300774
C: -1.058373 -0.299670 0.003872
C: -1.884462 0.404251 1.189530
C: -3.478430 0.159032 1.050552
C: -4.290091 0.743045 2.337119
C: -3.906853 0.032877 3.720091
C: -4.265576 2.349163 2.383907
H: 5.549429 1.235747 3.505154
H: 4.255854 1.947069 4.623383
H: 5.489749 0.791033 5.347598
H: 3.381063 -0.477417 5.107229
H: 4.277754 -1.092026 3.640016
H: 2.816724 1.463896 2.933620
H: 1.611777 0.453318 3.895141
H: 2.785122 0.082972 1.075467
H: 2.825381 -1.455630 2.068098
H: 0.349179 -1.001765 2.614279
H: 1.845345 -3.056027 1.016008
H: 0.629726 -3.695881 2.237643
H: -0.378709 -4.568358 -0.318754
H: 0.529725 -6.928809 0.566825
H: 1.042111 -6.027651 2.107727
H: -0.721410 -6.040931 1.633863
H: 1.277299 -5.195120 -1.810448
H: 2.242947 -3.896112 -0.953288
H: 2.591199 -6.925839 0.006385
H: 3.883638 -4.047634 0.424626
H: 3.878330 -5.485466 1.656984
H: 5.071610 -5.419061 0.253837
H: 3.799881 -5.337963 -2.440551
H: 4.804012 -6.567987 -1.523671
H: 3.199485 -7.078391 -2.346201
H: 1.728011 -0.237664 -0.756905
H: -0.286956 -3.277927 -2.230214
H: 1.065573 -2.743745 -3.251838
H: -0.915178 -0.638588 -2.970270
H: -2.946806 0.357365 -1.661233
H: -2.138254 1.110429 -3.091631
H: -3.866528 2.417224 -1.294219
H: -2.407894 2.750805 -0.282179
H: 1.257034 3.103996 0.848373
H: 2.183301 1.922371 0.252813
H: 2.108617 1.333520 -2.139657
H: -1.786397 -1.111353 -0.381536
H: -1.633061 1.517144 1.311998
H: -1.651130 -0.048502 2.219879
H: -3.687477 -0.954510 0.970181
H: -3.933704 0.680417 0.154365
H: -5.385980 0.461347 2.126726
H: -3.439258 -0.992216 3.522080
H: -4.839160 -0.052747 4.406106
H: -3.169471 0.696401 4.272777
H: -3.452298 2.766479 1.685794
H: -4.142076 2.764825 3.433374
H: -5.249299 2.754993 1.948932
Br: 6.094516 3.506600 6.424069
C: 6.340454 5.158273 5.418686
C: 5.753376 5.049971 4.033756
Br: 6.904295 4.006429 2.855096
H: 7.407908 5.374704 5.419424
H: 5.819104 5.922053 5.997089
H: 5.688679 6.033605 3.566573
H: 4.771637 4.578061 4.017217
Br: 1.399385 7.321581 -2.610307
C: 1.575798 6.862109 -0.724899
C: 2.332280 5.570900 -0.546624
Br: 1.186552 4.021770 -0.963249
H: 0.568524 6.833305 -0.308830
H: 2.124463 7.693331 -0.279940
H: 2.625727 5.436600 0.497531
H: 3.216610 5.495690 -1.179981
Br: 3.307039 2.579258 -7.900390
C: 1.822874 2.439414 -6.645605
C: 2.168225 1.537859 -5.487415
Br: 2.084323 -0.342109 -6.005887
H: 0.957155 2.099889 -7.213629
H: 1.647323 3.458761 -6.298226
H: 1.435516 1.643493 -4.686155
H: 3.166296 1.711999 -5.087206
Br: 5.276103 1.881855 10.280294
C: 7.187780 2.174905 10.035808
C: 7.768161 2.978770 11.171876
Br: 7.320154 4.868646 11.001254
H: 7.314816 2.648779 9.063125
H: 7.626553 1.176572 10.008944
H: 8.858145 2.943357 11.149502
H: 7.417665 2.657013 12.151544
Br: -4.455197 -2.838382 -1.745870
C: -6.321898 -2.938697 -1.159254
C: -7.080935 -1.696641 -1.561444
Br: -6.644557 -0.200432 -0.391299
H: -6.315433 -3.101664 -0.087987
H: -6.731079 -3.814300 -1.657919
H: -8.154671 -1.846679 -1.442419
H: -6.874340 -1.373687 -2.581204
Br: 3.882459 -0.228701 -10.784127
C: 5.795472 0.065095 -11.013640
C: 6.363235 0.885729 -9.882751
Br: 5.914195 2.772640 -10.082211
H: 5.931184 0.525916 -11.991149
H: 6.236598 -0.932420 -11.022405
H: 7.453527 0.852232 -9.894009
H: 6.003803 0.576569 -8.901843
Br: -4.656378 1.168297 -5.171318
C: -4.416193 2.797835 -6.215136
C: -4.954322 2.635368 -7.614040
Br: -3.739229 1.586409 -8.720651
H: -3.354435 3.039873 -6.186640
H: -4.973378 3.564460 -5.676023
H: -5.026547 3.603099 -8.111940
H: -5.923328 2.139372 -7.649003
Br: -7.136530 -0.039543 7.116323
C: -8.314321 -1.283759 6.187157
C: -7.526229 -2.264213 5.356201
Br: -6.879430 -1.436258 3.713372
H: -9.011513 -0.685249 5.602287
H: -8.860175 -1.801880 6.976566
H: -8.161953 -3.087265 5.027126
H: -6.655689 -2.666867 5.872263
Br: -7.222386 -7.834258 -0.818929
C: -5.312665 -7.517918 -1.045550
C: -4.754898 -6.701604 0.092797
Br: -5.231179 -4.815579 -0.096856
H: -5.182098 -7.046397 -2.019258
H: -4.860649 -8.510218 -1.063921
H: -3.663539 -6.722470 0.082101
H: -5.110425 -7.023910 1.070940

Atoms 1-2, force components in eV/Å:
-0.916 -0.090 -0.128
-0.352 0.550 1.050